A.
{
  "formula": "C3H7NOS",
  "method": "wB97M-V/def2-TZVPD",
  "molar_mass_da": 105.16,
  "spin_multiplicity": 1,
  "species": ["H", "N", "H", "C", "C", "C", "H", "H", "H", "H", "H", "S", "O"],
  "coordinates": [[3.920, 1.182, -0.903], [-0.026, -0.511, 0.036], [2.900, 1.033, 2.174], [-2.706, -1.054, -0.600], [3.300, 0.928, 1.246], [3.651, 1.289, 0.147], [0.812, -0.850, -0.373], [-3.210, -1.206, -1.601], [0.231, 0.231, 0.656], [-2.191, -1.943, -0.349], [-3.463, -0.644, 0.244], [-1.358, 0.259, -0.812], [-1.860, 1.285, 0.135]]
}

B.
{
  "formula": "C3H7NOS",
  "method": "wB97M-V/def2-TZVPD",
  "molar_mass_da": 105.16,
  "spin_multiplicity": 1,
  "species": ["H", "C", "N", "H", "H", "O", "C", "C", "H", "H", "H", "H", "S"],
  "coordinates": [[-1.679, -0.272, 0.571], [-0.853, 0.621, 0.605], [0.815, -1.475, 1.223], [-1.434, 1.551, 1.016], [1.718, -1.599, 1.704], [-0.370, 0.192, 3.065], [-0.278, 0.741, -0.828], [0.959, 0.357, -1.125], [1.374, 0.477, -2.129], [-1.056, 1.171, -1.465], [1.741, 0.126, -0.422], [0.918, -1.411, 0.285], [0.431, 0.195, 1.889]]
}

How do the structures above rank in stability at the extremes? B comes first and A comes last.